A molecular structure, C15H27HgN4O6Rb, computed with wB97M-V/def2-TZVPD.

The geometry in XYZ format:
```
54
Properties=species:S:1:pos:R:3:forces:R:3:lowdin_charge:R:1
Hg 0.35759 -0.55846 3.60662 -1.0 0.8 -0.3 1.387
Rb 3.89824 -0.63800 1.88675 0.3 0.1 -0.4 0.890
O 1.01116 -0.51906 1.70120 1.4 -0.5 -0.2 -0.570
H 0.48701 -0.31507 0.91757 -0.7 -0.1 0.5 -0.027
C -3.32910 2.12408 0.98075 0.5 -0.4 -0.3 -0.375
O -4.12795 2.52207 1.78997 -0.1 0.2 0.3 0.040
N -3.52057 1.98320 -0.34889 -0.2 0.5 0.2 -0.196
C -2.54305 1.39096 -1.21208 0.3 -0.5 -0.1 -0.071
C -4.80702 2.34563 -0.92807 -0.1 0.4 0.4 -0.019
H -2.29895 1.80798 1.28557 -0.1 0.0 -0.1 0.110
H -2.97834 0.54401 -1.74918 0.0 0.0 0.0 0.099
H -1.72261 0.99087 -0.60666 0.0 0.1 -0.1 0.061
H -2.13831 2.07961 -1.95753 -0.1 0.1 0.1 0.094
H -5.27964 3.09911 -0.30118 0.0 -0.1 0.2 0.094
H -4.67106 2.81327 -1.90075 0.1 -0.3 -0.2 0.097
H -5.45884 1.47366 -0.96062 -0.1 0.0 -0.3 0.104
C -0.32685 2.77881 3.73223 -0.9 0.0 0.4 -0.260
O 0.10272 1.59872 3.84220 0.3 -0.2 0.1 -0.192
N -0.26612 3.51640 2.66421 0.7 0.2 -0.4 -0.143
C 0.38421 3.07423 1.43532 0.2 0.1 0.3 -0.011
C -0.50541 4.95975 2.78298 -0.3 0.1 0.2 0.012
H -0.84436 3.27715 4.55433 0.2 -0.2 0.3 0.166
H 1.33944 3.59443 1.32847 -0.1 0.1 -0.1 0.117
H -0.26417 3.31563 0.59723 0.0 -0.1 -0.1 0.101
H 0.58657 2.01071 1.50643 -0.1 -0.1 -0.1 0.053
H 0.40226 5.45962 3.11895 0.0 0.0 -0.2 0.111
H -0.82071 5.34945 1.82079 0.0 0.0 0.0 0.106
H -1.29525 5.14838 3.50695 0.0 0.0 0.0 0.107
C 4.20714 1.11059 -2.21469 -0.2 -0.5 -0.2 -0.316
O 4.66196 1.72994 -1.27678 0.3 0.1 0.4 0.009
N 2.90482 0.73027 -2.29565 -0.1 -0.3 -0.5 -0.193
C 2.32235 0.08369 -3.47323 0.6 0.1 0.0 -0.025
C 2.01405 1.19703 -1.27918 -0.3 0.7 0.1 -0.073
H 4.82026 0.73787 -3.04623 0.0 0.1 -0.1 0.149
H 1.68691 0.76426 -4.04197 -0.2 0.0 0.2 0.099
H 1.77953 -0.81313 -3.17413 -0.1 0.1 0.0 0.090
H 3.11776 -0.22589 -4.15201 0.1 0.0 0.1 0.095
H 1.43374 2.06114 -1.62809 0.0 -0.1 0.0 0.108
H 1.29637 0.43313 -0.96609 0.1 -0.2 -0.1 0.073
H 2.63096 1.55256 -0.45275 -0.2 -0.1 0.1 0.069
C 0.96785 -3.58529 0.09721 -0.2 -0.1 0.6 -0.098
C -0.32196 -4.01270 0.41295 0.2 0.5 -0.1 -0.078
C -0.74835 -5.26312 0.03041 -0.2 -0.4 -0.3 0.008
C 0.15095 -6.09087 -0.62491 0.1 0.0 0.5 -0.122
C 1.47418 -5.74305 -0.79964 0.3 -0.2 -0.3 0.011
C 1.87608 -4.46059 -0.47802 -0.1 0.5 0.0 -0.069
N -0.29795 -7.43511 -1.04695 -0.1 0.0 0.1 -0.350
O -1.49573 -7.62090 -1.08387 0.1 0.0 0.0 0.103
O 0.56040 -8.24331 -1.31576 0.0 0.0 -0.1 0.108
H 1.25199 -2.59278 0.43411 0.1 0.0 -0.3 0.057
H -1.00111 -3.34095 0.92513 0.0 -0.1 0.0 0.099
H -1.74847 -5.62133 0.22861 0.0 0.0 -0.1 0.129
H 2.20593 -6.45105 -1.16303 -0.3 -0.1 -0.2 0.131
H 2.87950 -4.12755 -0.70902 0.1 -0.1 0.1 0.106
```
Positions in Å, forces in eV/Å.

Calculated values
Energy relative to the best compared isomer or geometry (same formula, charge and spin) (kcal per mole): 0.0
HOMO-LUMO gap (eV): 3.795
Lowest unoccupied orbital energy (eV): -10.183
Charge: +2
E (eV): -39048.668


2 unconnected molecules or ions with the total composition C4H12, computed with wB97M-V/def2-TZVPD.

The geometry in XYZ format:
```
16
Properties=species:S:1:pos:R:3:forces:R:3:lowdin_charge:R:1
C 0.07513 -1.14780 -1.11942 -0.4 0.8 0.4 -0.196
C 1.15455 -2.05524 -1.66581 0.5 -0.1 -0.5 -0.182
H -0.90242 -1.60167 -1.34675 0.2 0.3 0.6 0.073
H 0.19794 -0.88761 -0.05349 -0.2 -0.8 -0.2 0.055
H 0.05846 -0.12237 -1.53165 0.2 -0.6 -0.5 0.060
H 2.14933 -1.55520 -1.72229 -0.7 -0.5 -0.2 0.075
H 0.82236 -2.44893 -2.63962 0.5 0.5 0.0 0.064
H 1.26850 -2.97986 -1.10043 0.0 0.2 0.5 0.057
C -1.19691 1.57893 0.92543 -2.0 -0.1 -0.6 -0.180
C -0.02057 1.64206 1.86105 1.3 0.3 0.7 -0.179
H -1.05704 1.12024 -0.04875 0.7 -0.3 0.0 0.024
H -2.03220 0.96811 1.35143 0.6 0.6 -0.1 0.079
H -1.64959 2.53775 0.60724 0.3 -0.1 0.7 0.069
H 0.92174 1.23172 1.47885 -0.3 -0.1 -0.3 0.059
H 0.29382 2.63111 2.22500 -0.5 0.1 -0.4 0.064
H -0.19799 1.10346 2.78678 -0.2 -0.3 0.0 0.057
```
Positions in Å, forces in eV/Å.

Calculated values
Energy relative to the best compared isomer or geometry (same formula, charge and spin) (kcal per mole): 10.3
HOMO-LUMO gap (eV): 12.579
SMILES: CC.CC
Lowest unoccupied orbital energy (eV): 1.128
E (eV): -4342.083


A molecular structure, C28H35AsBrIN2O2PdS2Sb, computed with wB97M-V/def2-TZVPD.

The geometry in XYZ format:
```
74
Properties=species:S:1:pos:R:3:forces:R:3:lowdin_charge:R:1
Pd 0.55374 -1.51011 -0.26809 0.7 0.5 0.5 0.641
S 0.53325 -0.44055 -2.27541 -0.1 -0.3 -0.3 0.283
Sb -0.32381 1.62109 -1.46417 0.2 0.3 -0.3 1.496
C 0.35749 3.07113 -2.79078 0.1 0.0 -0.1 -0.367
C 0.90382 4.28452 -2.37685 -0.1 0.0 0.0 -0.112
C 1.21008 5.24369 -3.33142 0.0 0.0 0.0 -0.038
C 0.97718 4.99092 -4.67667 0.0 0.0 0.0 -0.023
C 0.42443 3.78237 -5.08172 0.0 0.0 0.0 -0.038
C 0.10149 2.81831 -4.14015 0.1 0.0 0.0 -0.122
C 0.82083 1.60502 0.32030 -0.1 -0.2 0.2 -0.372
C 0.72077 0.39812 2.16027 0.0 0.2 -0.1 -0.172
C 1.66419 0.12227 3.27052 0.0 -0.1 0.0 -0.024
C 2.76214 0.86269 3.37546 0.0 0.0 0.0 0.022
C 3.02388 1.90601 2.34649 0.0 0.0 0.0 -0.200
C 2.10888 2.43178 0.40968 0.0 0.0 0.0 -0.162
C -2.38814 1.85702 -1.44663 -0.2 -0.2 0.2 -0.373
C -3.19098 1.00268 -2.19680 0.0 0.1 -0.1 -0.155
C -4.55597 1.25073 -2.26610 0.0 0.0 0.0 -0.058
C -5.10110 2.33046 -1.58065 0.0 0.0 0.0 -0.033
C -4.28791 3.18001 -0.84035 0.0 0.0 0.0 -0.036
C -2.91859 2.95504 -0.77506 0.0 -0.1 0.0 -0.098
H 1.06945 4.51397 -1.33143 0.0 0.0 0.0 0.091
H 1.62608 6.19306 -3.02216 0.0 0.0 0.0 0.126
H 1.21961 5.74403 -5.41408 0.0 0.0 0.0 0.128
H 0.24097 3.59253 -6.13059 0.0 0.0 0.0 0.126
H -0.34149 1.88425 -4.47122 0.0 0.0 0.0 0.101
H -0.20620 -0.15886 2.24033 0.0 0.0 0.0 0.126
H 1.41487 -0.64825 3.98694 0.0 0.0 0.0 0.114
H 3.46201 0.72109 4.18910 0.0 0.0 0.0 0.134
H 3.84683 2.56209 2.61918 0.0 0.0 0.0 0.147
H 2.35330 3.18067 -0.33366 0.0 0.0 0.0 0.131
H -2.75652 0.19364 -2.77348 0.0 0.0 0.0 0.091
H -5.19308 0.61501 -2.86801 0.0 0.0 0.0 0.125
H -6.16335 2.52612 -1.64386 0.0 0.0 0.0 0.128
H -4.71662 4.03023 -0.32671 0.0 0.0 0.0 0.128
H -2.29147 3.64499 -0.22045 0.0 0.0 0.0 0.113
O 1.08925 -2.32723 1.57880 -0.4 -0.2 0.4 -0.711
S 1.75437 -3.37789 2.50138 0.1 0.2 -0.2 1.055
C 1.18356 -5.04573 2.11801 -0.1 0.0 0.0 -0.323
C 2.44186 -5.89323 2.28510 0.0 0.0 0.0 -0.207
C 3.55264 -5.16248 1.52492 0.0 0.0 0.0 -0.197
C 3.43131 -3.66989 1.85864 0.0 -0.1 0.0 -0.276
H 0.82995 -5.04157 1.08781 0.0 0.0 0.0 0.037
H 0.37311 -5.29803 2.79961 0.0 0.0 0.0 0.103
H 2.27005 -6.89626 1.89877 0.0 0.0 0.0 0.134
H 2.69723 -5.99687 3.34184 0.0 0.0 0.0 0.130
H 3.44229 -5.31697 0.45144 0.0 0.0 0.0 0.118
H 4.53398 -5.53417 1.81114 0.0 0.0 0.0 0.130
H 3.53780 -2.99812 1.00705 0.0 0.0 0.0 0.086
H 4.11676 -3.34871 2.64164 0.0 0.0 0.0 0.102
I 1.54232 4.67938 2.63000 0.0 0.1 0.0 1.021
C 1.78257 2.73432 1.90087 0.0 -0.1 0.0 -0.770
C 3.19426 1.41610 0.86694 -0.1 0.0 0.1 -0.136
N 2.67266 0.07045 0.63664 0.0 -0.2 0.1 0.060
N 1.25527 0.17425 0.70702 0.1 0.1 0.0 -0.185
C 0.48249 1.88041 1.80569 0.1 0.0 -0.1 -0.162
H 4.18851 1.49919 0.43783 0.0 0.0 0.0 0.170
H 2.92688 -0.26041 -0.29247 0.0 0.1 -0.1 0.118
H -0.44512 2.33562 2.13485 0.0 0.0 0.0 0.140
C -3.99057 -0.69106 0.92123 0.1 0.3 -0.1 -0.139
As -2.55225 -1.63883 0.11623 0.2 -0.3 0.1 1.132
C -2.11028 -3.07036 1.29515 0.0 0.0 0.1 -0.190
C -2.91639 -2.33984 -1.62164 -0.1 0.0 -0.1 -0.176
O -1.14057 -0.57173 0.05943 -0.5 -0.3 0.2 -0.656
H -4.82206 -1.39644 0.97202 0.0 0.0 0.0 0.077
H -4.26515 0.17771 0.32620 0.0 0.0 0.0 0.033
H -3.69587 -0.39589 1.92676 0.0 0.0 0.0 0.068
H -3.01761 -3.65895 1.44318 0.0 0.0 0.0 0.074
H -1.77796 -2.66252 2.24836 0.0 0.0 0.0 0.059
H -1.33678 -3.69716 0.85754 0.0 0.0 0.0 0.001
H -3.84333 -1.91685 -2.00287 0.0 0.0 0.0 0.055
H -3.01310 -3.42148 -1.53347 0.0 0.0 0.0 0.066
H -2.08560 -2.10065 -2.28391 0.0 0.0 0.0 0.018
Br 0.75347 -3.59590 -1.32951 -0.1 0.0 -0.4 0.270
```
Positions in Å, forces in eV/Å.

Calculated values
Energy relative to the best compared isomer or geometry (same formula, charge and spin) (kcal per mole): 108.1
HOMO-LUMO gap (eV): 4.618
Lowest unoccupied orbital energy (eV): -11.835
Charge: +3
E (eV): -207317.900


2 unconnected molecules or ions with the total composition C3H9N3O3P, computed with wB97M-V/def2-TZVPD.

The geometry in XYZ format:
```
19
Properties=species:S:1:pos:R:3:forces:R:3:lowdin_charge:R:1
C -0.97832 1.40043 0.48743 2.0 1.9 0.5 -0.648
C -2.97413 -1.47980 -0.02738 -2.5 0.7 -2.3 -0.094
C -1.96461 -0.49054 -0.23824 1.1 1.2 0.7 -0.218
N 0.27305 1.24109 1.01809 2.3 2.4 -0.6 0.130
N -1.50175 2.44842 0.02425 -3.4 -2.5 -0.7 0.122
N -1.81770 0.36737 0.68619 -0.8 -2.5 -0.8 0.109
O 3.14877 0.91389 -0.69869 0.3 1.2 -0.7 -0.421
O 4.13749 -1.13929 0.22178 1.6 -0.3 1.8 -0.257
O 1.63228 -0.96486 -0.07606 -1.4 -1.3 0.2 -0.416
P 2.92617 -0.54554 -0.63377 0.6 0.0 -1.2 0.134
H -3.40303 -1.42728 0.92227 -0.1 -0.4 1.8 0.057
H -3.83889 -1.11776 -0.67011 0.7 -0.7 0.2 0.106
H -2.65018 -2.39897 -0.41069 0.1 -1.7 -0.1 0.056
H -1.41257 -0.57078 -1.20218 0.0 0.6 0.7 0.143
H 1.01137 1.92706 0.64230 -1.9 -1.0 0.7 0.121
H 0.77656 0.38146 0.89277 -0.4 -1.3 -0.2 0.011
H -1.05222 3.26582 0.00805 2.9 3.4 0.0 -0.037
H 3.28855 -1.30919 -1.87984 -0.6 0.9 1.2 0.030
H 4.39915 -0.50151 0.93383 -0.4 -0.7 -1.1 0.073
```
Positions in Å, forces in eV/Å.

Calculated values
Energy relative to the best compared isomer or geometry (same formula, charge and spin) (kcal per mole): 41.7
HOMO-LUMO gap (eV): 9.002
Lowest unoccupied orbital energy (eV): 3.651
Charge: -1
E (eV): -23161.851


> What is the formula in the first record?

C15H27HgN4O6Rb


> The lowest E belongs to which entry?

C28H35AsBrIN2O2PdS2Sb


> Among the records above, which one has the highest energy relative to the best compared isomer or geometry (same formula, charge and spin)?

C28H35AsBrIN2O2PdS2Sb


> Which of these has the lowest energy relative to the best compared isomer or geometry (same formula, charge and spin)?

C15H27HgN4O6Rb